a | ORCA calculation (ωB97M-V/def2-TZVPD) on a gas-phase ion, CH3ClO3P (charge -1).

Properties
- E_HOMO: -4.43 eV
- LUMO: 4.009 eV
- Charge: -1
- Spin multiplicity: 1

CARTESIAN COORDINATES (ANGSTROEM)
C (0.360, 0.931, -0.453)
O (-2.187, -0.493, -0.446)
O (-1.176, 0.323, 1.763)
O (1.679, -2.270, 0.240)
P (-0.991, -0.042, 0.358)
Cl (0.147, -1.959, 0.586)
H (0.675, 0.516, -1.433)
H (0.109, 2.026, -0.748)
H (1.383, 0.968, 0.133)

Here are the natural (NBO) charges for atoms 1 to 8, given in e: number 1, C, carries -1.06; number 2, O, carries -1.10; number 3, O, carries -1.12; number 4, O, carries -0.88; number 5, P, carries 2.10; number 6, Cl, carries 0.32; number 7, H, carries 0.24; number 8, H, carries 0.23

=====

b | ORCA calculation (ωB97M-V/def2-TZVPD) on a gas-phase ion, CH3ClO3P (charge -1).

Properties
- E_HOMO: -4.44 eV
- LUMO: 3.963 eV
- Charge: -1
- Spin multiplicity: 1

CARTESIAN COORDINATES (ANGSTROEM)
C (-1.180, -0.173, -0.238)
O (0.467, 1.797, 0.960)
O (0.901, 1.366, -1.450)
O (1.941, -2.258, 1.138)
P (0.374, 0.882, -0.179)
Cl (1.894, -0.837, 0.309)
H (-0.977, -1.190, -0.281)
H (-1.589, 0.083, 0.825)
H (-1.833, 0.331, -1.085)

Here are the natural (NBO) charges for atoms 1 to 8, given in e: number 1, C, carries -1.01; number 2, O, carries -1.11; number 3, O, carries -1.11; number 4, O, carries -0.86; number 5, P, carries 2.14; number 6, Cl, carries 0.22; number 7, H, carries 0.24; number 8, H, carries 0.24

=====

Which structure wins on stability? a wins.

=====

a | ORCA calculation (ωB97M-V/def2-TZVPD) on a gas-phase ion, C6H11N4 (charge +1).

Properties
- E_HOMO: -13.44 eV
- LUMO: -4.526 eV
- Charge: +1
- SMILES: CN(C)C(=[NH2+])n1cccn1
- Spin multiplicity: 1

CARTESIAN COORDINATES (ANGSTROEM)
C (1.394, 1.736, -0.182)
N (1.409, 0.382, 0.109)
C (2.678, -0.236, -0.050)
C (0.203, -0.578, 0.179)
N (0.547, -1.922, 0.023)
N (-1.097, -0.244, 0.176)
C (-2.197, -1.040, 0.011)
C (-3.305, -0.300, -0.179)
C (-2.763, 1.117, 0.039)
N (-1.479, 1.033, 0.299)
H (0.450, 1.915, -0.619)
H (1.425, 2.284, 0.851)
H (2.287, 2.148, -0.805)
H (3.397, 0.503, -0.093)
H (2.956, -1.075, 0.686)
H (2.756, -0.753, -1.074)
H (-0.167, -2.447, 0.389)
H (1.510, -1.985, 0.381)
H (-2.221, -2.068, -0.193)
H (-4.373, -0.533, -0.129)
H (-3.413, 2.065, 0.180)

Here are the natural (NBO) charges for atoms 1 to 8, given in e: number 1, C, carries -0.43; number 2, N, carries -0.35; number 3, C, carries -0.43; number 4, C, carries 0.73; number 5, N, carries -0.73; number 6, N, carries -0.24; number 7, C, carries -0.06; number 8, C, carries -0.24

=====

b | ORCA calculation (ωB97M-V/def2-TZVPD) on a molecular structure, C6H11N4.

Properties
- E_HOMO: -13.07 eV
- LUMO: -5.025 eV
- Charge: +1
- Spin multiplicity: 1

CARTESIAN COORDINATES (ANGSTROEM)
C (0.273, 1.986, 1.405)
C (-0.214, -1.735, -0.774)
C (-1.534, 0.140, -0.760)
C (-0.377, -0.360, 1.378)
C (-0.536, -0.956, -2.068)
C (1.754, 0.534, 0.454)
N (-0.732, 0.460, -1.905)
N (-0.913, -0.838, 0.153)
N (-1.891, -0.428, -2.040)
N (0.503, 0.793, 1.144)
H (0.809, 2.754, 0.915)
H (-0.719, -2.767, -0.722)
H (0.879, -1.690, -0.728)
H (-2.232, 0.806, -0.133)
H (-0.540, 2.383, 1.999)
H (-1.088, 0.009, 2.152)
H (0.189, -1.223, 1.827)
H (0.113, -1.238, -2.890)
H (2.728, 0.895, 0.905)
H (1.587, 0.994, -0.602)
H (1.942, -0.518, 0.290)

Here are the natural (NBO) charges for atoms 1 to 8, given in e: number 1, C, carries 0.13; number 2, C, carries -0.26; number 3, C, carries 0.16; number 4, C, carries -0.05; number 5, C, carries 0.02; number 6, C, carries -0.47; number 7, N, carries -0.26; number 8, N, carries -0.44

=====

c | ORCA calculation (ωB97M-V/def2-TZVPD) on a gas-phase ion, C6H11N4 (charge +1).

Properties
- E_HOMO: -12.03 eV
- LUMO: -3.881 eV
- Charge: +1
- SMILES: NN1CC[NH2+][C@@H]2N=CC=C21
- Spin multiplicity: 1

CARTESIAN COORDINATES (ANGSTROEM)
N (-1.045, -2.361, 0.432)
N (-0.228, -1.267, 0.288)
C (0.255, -0.819, 1.546)
C (1.410, 0.144, 1.335)
N (1.137, 1.291, 0.416)
C (0.683, 0.818, -0.905)
N (-0.022, 1.865, -1.586)
C (-1.158, 1.314, -2.003)
C (-1.454, 0.040, -1.504)
C (-0.386, -0.287, -0.656)
H (-1.322, -2.669, -0.504)
H (-1.866, -2.066, 0.986)
H (0.620, -1.689, 2.100)
H (-0.596, -0.384, 2.036)
H (1.908, 0.546, 2.251)
H (2.279, -0.297, 0.725)
H (0.469, 2.084, 0.780)
H (1.941, 1.931, 0.289)
H (1.479, 0.351, -1.522)
H (-1.758, 1.825, -2.732)
H (-2.348, -0.370, -1.772)

Here are the natural (NBO) charges for atoms 1 to 8, given in e: number 1, N, carries -0.62; number 2, N, carries -0.25; number 3, C, carries -0.24; number 4, C, carries -0.23; number 5, N, carries -0.52; number 6, C, carries 0.03; number 7, N, carries -0.50; number 8, C, carries 0.14

=====

Which structure wins on stability? c wins.

=====

a | ORCA calculation (ωB97M-V/def2-TZVPD) on 2 unconnected molecules or ions with the total composition CH2OS2.

Properties
- E_HOMO (spin up / spin down): -8.33 / -9.54 eV
- LUMO (spin up / spin down): -1.706 / -1.115 eV
- Spin multiplicity: 1

CARTESIAN COORDINATES (ANGSTROEM)
C (-1.605, 0.368, 0.633)
O (1.542, 0.431, -1.043)
S (-2.384, 1.112, -0.504)
S (1.241, -0.839, -0.296)
H (-0.734, -0.481, 0.182)
H (1.941, -0.591, 1.029)

natural (NBO) atomic charges, in units of e: number 1, C, carries -0.39; number 2, O, carries -0.77; number 3, S, carries 0.22; number 4, S, carries 0.75; number 5, H, carries 0.15; number 6, H, carries 0.05

=====

b | ORCA calculation (ωB97M-V/def2-TZVPD) on CH2OS2 in the gas phase.

Properties
- E_HOMO: -10.28 eV
- LUMO: 0.320 eV
- SMILES: O=C(S)S
- Spin multiplicity: 1

CARTESIAN COORDINATES (ANGSTROEM)
O (-1.197, -1.029, -1.223)
C (-0.478, -0.404, -0.508)
S (-0.932, -0.249, 1.217)
S (1.025, 0.338, -1.147)
H (0.146, 0.453, 1.657)
H (1.435, 0.891, 0.004)

natural (NBO) atomic charges, in units of e: number 1, O, carries -0.54; number 2, C, carries 0.25; number 3, S, carries 0.02; number 4, S, carries 0.03; number 5, H, carries 0.12; number 6, H, carries 0.12

=====

Which structure wins on stability? b wins.

=====

a | ORCA calculation (ωB97M-V/def2-TZVPD) on 2 unconnected molecules or ions with the total composition CH2OS2.

Properties
- E_HOMO (spin up / spin down): -9.05 / -9.02 eV
- LUMO (spin up / spin down): -4.035 / -4.039 eV
- Spin multiplicity: 1

CARTESIAN COORDINATES (ANGSTROEM)
C (2.239, 0.092, -0.447)
O (1.435, 2.240, 0.759)
S (-1.992, 1.549, -0.187)
S (1.143, 1.232, -0.217)
H (2.326, -0.728, -1.158)
H (-1.589, 1.801, -1.412)

natural (NBO) atomic charges, in units of e: number 1, C, carries -0.50; number 2, O, carries -0.85; number 3, S, carries -0.24; number 4, S, carries 1.27; number 5, H, carries 0.23; number 6, H, carries 0.10

=====

b | ORCA calculation (ωB97M-V/def2-TZVPD) on CH2OS2 in the gas phase.

Properties
- E_HOMO (spin up / spin down): -9.15 / -9.72 eV
- LUMO (spin up / spin down): -1.659 / -2.055 eV
- SMILES: C=S(=O)=S
- Spin multiplicity: 1

CARTESIAN COORDINATES (ANGSTROEM)
C (0.330, 0.388, -0.599)
S (1.866, 0.485, 0.242)
O (2.375, 1.777, 0.001)
S (2.830, -1.017, -0.133)
H (-0.103, -0.607, -0.348)
H (-0.380, 1.139, -0.736)

natural (NBO) atomic charges, in units of e: number 1, C, carries -0.55; number 2, S, carries 1.33; number 3, O, carries -0.89; number 4, S, carries -0.30; number 5, H, carries 0.20; number 6, H, carries 0.21

=====

Which structure wins on stability? b wins.

=====

a | ORCA calculation (ωB97M-V/def2-TZVPD) on 2 unconnected molecules or ions with the total composition C5H7Br.

Properties
- E_HOMO (spin up / spin down): -9.03 / -8.28 eV
- LUMO (spin up / spin down): -1.822 / -2.555 eV
- Spin multiplicity: 1

CARTESIAN COORDINATES (ANGSTROEM)
C (0.210, 1.257, -2.521)
C (0.221, 0.802, -1.426)
C (0.502, 0.885, 1.101)
C (-0.717, -1.054, -0.239)
C (-0.102, 0.237, -0.158)
Br (-2.867, 1.371, 0.322)
H (0.351, 1.241, -3.513)
H (1.391, 0.257, 1.583)
H (1.038, 1.725, 0.823)
H (-0.180, 1.053, 1.867)
H (-1.252, -1.210, -1.228)
H (0.124, -1.769, -0.274)
H (-1.393, -1.265, 0.574)

Here are the natural (NBO) charges for atoms 1 to 8, given in e: number 1, C, carries -0.06; number 2, C, carries -0.12; number 3, C, carries -0.66; number 4, C, carries -0.70; number 5, C, carries 0.30; number 6, Br, carries -0.49; number 7, H, carries 0.22; number 8, H, carries 0.23

=====

b | ORCA calculation (ωB97M-V/def2-TZVPD) on C5H7Br in the gas phase.

Properties
- E_HOMO: -8.96 eV
- LUMO: 1.051 eV
- SMILES: Br/C=C/C1CC1
- Spin multiplicity: 1

CARTESIAN COORDINATES (ANGSTROEM)
Br (2.856, -2.149, 1.215)
C (1.502, -0.908, 0.772)
C (1.020, -0.492, -0.403)
C (0.026, 0.569, -0.355)
C (-1.369, 0.167, -0.781)
C (-1.034, 0.828, 0.561)
H (0.981, -0.723, 1.656)
H (1.578, -0.703, -1.326)
H (0.282, 1.431, -0.992)
H (-1.966, 0.834, -1.382)
H (-1.464, -0.861, -1.000)
H (-1.363, 1.785, 0.611)
H (-1.049, 0.220, 1.424)

Here are the natural (NBO) charges for atoms 1 to 8, given in e: number 1, Br, carries 0.04; number 2, C, carries -0.26; number 3, C, carries -0.20; number 4, C, carries -0.27; number 5, C, carries -0.41; number 6, C, carries -0.39; number 7, H, carries 0.19; number 8, H, carries 0.23

=====

Which structure wins on stability? b wins.

=====

a | ORCA calculation (ωB97M-V/def2-TZVPD) on 3 unconnected molecules or ions with the total composition C3H13NO2S2.

Properties
- E_HOMO: -9.11 eV
- LUMO: 0.291 eV
- SMILES: CNCCSS.O.O
- Spin multiplicity: 1

CARTESIAN COORDINATES (ANGSTROEM)
C (0.400, 1.449, 1.915)
N (-0.069, 0.343, 1.132)
C (-0.297, 0.526, -0.260)
C (-0.857, -0.596, -1.041)
S (-2.503, -1.274, -0.252)
S (-3.606, 0.501, -0.185)
H (1.351, 1.683, 1.504)
H (0.217, 0.986, 2.926)
H (-0.348, 2.303, 1.820)
H (-0.977, -0.003, 1.432)
H (-0.899, 1.441, -0.275)
H (0.648, 0.843, -0.724)
H (-0.267, -1.494, -1.097)
H (-1.018, -0.192, -2.122)
H (-4.303, 0.641, -1.366)
O (1.997, -1.424, 0.664)
H (1.110, -1.085, 1.085)
H (1.940, -2.379, 0.646)
O (2.141, -0.642, -2.155)
H (3.046, -0.629, -2.399)
H (2.293, -0.998, -1.249)

Here are the natural (NBO) charges for atoms 1 to 8, given in e: number 1, C, carries -0.41; number 2, N, carries -0.65; number 3, C, carries -0.28; number 4, C, carries -0.46; number 5, S, carries 0.04; number 6, S, carries -0.17; number 7, H, carries 0.21; number 8, H, carries 0.22

=====

b | ORCA calculation (ωB97M-V/def2-TZVPD) on 3 unconnected molecules or ions with the total composition C3H13NO2S2.

Properties
- E_HOMO: -7.76 eV
- LUMO: 0.544 eV
- SMILES: CSSCCN.O.O
- Spin multiplicity: 1

CARTESIAN COORDINATES (ANGSTROEM)
C (4.520, -0.309, -2.565)
S (2.932, 0.598, -2.810)
S (2.211, 1.983, -1.715)
C (1.787, 1.576, 0.045)
C (0.844, 0.377, 0.155)
N (-0.443, 0.998, 0.862)
H (5.325, 0.219, -2.112)
H (4.390, -1.240, -1.893)
H (4.659, -0.582, -3.556)
H (1.101, 2.462, 0.336)
H (2.677, 1.538, 0.560)
H (1.032, -0.484, 0.636)
H (0.500, -0.007, -0.934)
H (-1.290, 0.574, 0.444)
H (-0.510, 0.970, 1.889)
O (-6.453, -1.476, 1.630)
H (-7.236, -1.786, 1.080)
H (-6.897, -1.376, 2.423)
O (-2.783, -1.303, 1.521)
H (-2.683, -1.506, 2.575)
H (-3.684, -1.224, 1.431)

Here are the natural (NBO) charges for atoms 1 to 8, given in e: number 1, C, carries -0.73; number 2, S, carries 0.04; number 3, S, carries 0.09; number 4, C, carries -0.55; number 5, C, carries -0.23; number 6, N, carries -0.90; number 7, H, carries 0.22; number 8, H, carries 0.21

=====

Which structure wins on stability? a wins.